{
  "formula": "C76H208N14O24",
  "method": "the ωB97M-V functional and the def2-TZVPD basis",
  "relative_energy_kcal_mol": 0.0,
  "e_homo_ev": -8.2,
  "homo_lumo_gap_ev": 8.44,
  "charge": 0,
  "symbols": ["O", "O", "O", "O", "O", "O", "O", "O", "O", "O", "O", "O", "O", "O", "O", "O", "O", "O", "O", "O", "O", "O", "O", "O", "N", "N", "N", "N", "N", "N", "N", "N", "N", "N", "N", "N", "N", "N", "C", "C", "C", "C", "C", "C", "C", "C", "C", "C", "C", "C", "C", "C", "C", "C", "C", "C", "C", "C", "C", "C", "C", "C", "C", "C", "C", "C", "C", "C", "C", "C", "C", "C", "C", "C", "C", "C", "C", "C", "C", "C", "C", "C", "C", "C", "C", "C", "C", "C", "C", "C", "C", "C", "C", "C", "C", "C", "C", "C", "C", "C", "C", "C", "C", "C", "C", "C", "C", "C", "C", "C", "C", "C", "C", "C", "H", "H", "H", "H", "H", "H", "H", "H", "H", "H", "H", "H", "H", "H", "H", "H", "H", "H", "H", "H", "H", "H", "H", "H", "H", "H", "H", "H", "H", "H", "H", "H", "H", "H", "H", "H", "H", "H", "H", "H", "H", "H", "H", "H", "H", "H", "H", "H", "H", "H", "H", "H", "H", "H", "H", "H", "H", "H", "H", "H", "H", "H", "H", "H", "H", "H", "H", "H", "H", "H", "H", "H", "H", "H", "H", "H", "H", "H", "H", "H", "H", "H", "H", "H", "H", "H", "H", "H", "H", "H", "H", "H", "H", "H", "H", "H", "H", "H", "H", "H", "H", "H", "H", "H", "H", "H", "H", "H", "H", "H", "H", "H", "H", "H", "H", "H", "H", "H", "H", "H", "H", "H", "H", "H", "H", "H", "H", "H", "H", "H", "H", "H", "H", "H", "H", "H", "H", "H", "H", "H", "H", "H", "H", "H", "H", "H", "H", "H", "H", "H", "H", "H", "H", "H", "H", "H", "H", "H", "H", "H", "H", "H", "H", "H", "H", "H", "H", "H", "H", "H", "H", "H", "H", "H", "H", "H", "H", "H", "H", "H", "H", "H", "H", "H", "H", "H", "H", "H", "H", "H", "H", "H", "H", "H", "H", "H", "H", "H", "H", "H", "H", "H", "H", "H", "H", "H", "H", "H"],
  "xyz": [[-10.770, -11.547, -6.299], [-16.593, -12.023, -5.866], [-19.884, -7.582, 6.383], [-14.908, -12.844, 2.760], [-25.026, -7.514, -4.853], [-14.711, -6.250, -6.238], [-24.290, -7.569, 1.528], [-25.522, -11.529, 3.153], [-24.057, -11.454, -1.867], [-21.483, -0.988, 0.204], [-19.530, -10.025, -0.852], [-16.692, -3.746, -8.316], [-15.724, -9.952, 7.260], [-21.045, -5.013, 0.026], [-20.777, -12.596, 3.268], [-21.839, -7.786, -9.604], [-12.550, -13.041, -2.743], [-17.156, -16.263, 1.459], [-19.055, -5.598, 1.800], [-19.367, -13.972, -2.823], [-21.666, -14.345, 1.421], [-18.625, -3.979, -3.650], [-22.300, -11.782, -6.247], [-14.993, -8.019, 1.651], [-23.501, -10.689, 4.847], [-18.304, -8.392, -3.149], [-13.030, -13.090, -5.664], [-22.264, -14.651, -1.259], [-14.968, -7.487, -1.936], [-16.549, -11.065, 4.605], [-9.736, -12.585, -3.817], [-19.506, -5.085, -6.139], [-16.976, -18.879, 3.916], [-22.041, -6.597, -6.858], [-20.532, -14.763, -5.256], [-22.314, -8.297, 3.724], [-15.810, -9.400, -4.642], [-20.071, -2.939, -1.595], [-21.898, -6.116, -0.189], [-20.704, -13.994, -7.497], [-14.121, -12.160, -5.928], [-17.459, -12.362, -6.945], [-16.606, -3.621, -2.432], [-17.070, -9.881, 6.715], [-16.185, -2.480, -8.661], [-22.758, -7.119, -5.693], [-15.402, -8.520, -5.760], [-21.143, -7.871, 5.803], [-26.514, -11.705, 0.985], [-17.628, -4.658, -2.953], [-22.678, -16.471, 1.738], [-19.031, -5.552, -8.481], [-19.443, -9.288, -3.340], [-14.561, -4.946, -5.778], [-15.444, -8.117, -0.714], [-14.779, -8.946, 6.847], [-20.720, -9.536, -8.387], [-25.208, -11.419, 1.782], [-15.014, -7.139, -5.177], [-8.859, -12.511, -5.023], [-23.491, -11.092, -5.850], [-17.668, -17.164, 2.462], [-24.491, -7.366, 2.926], [-23.329, -13.750, -1.718], [-17.756, -3.671, -7.317], [-21.559, 0.346, -0.139], [-19.328, -10.424, -2.258], [-21.849, -9.164, -9.380], [-17.968, -6.439, 1.547], [-21.156, -7.102, -1.120], [-20.863, -13.605, -6.047], [-16.554, -18.245, 2.692], [-10.386, -13.831, -3.605], [-13.342, -12.863, -1.560], [-24.653, -14.306, -1.163], [-16.275, -12.400, 2.582], [-18.409, -5.052, -7.127], [-23.803, -10.099, -2.001], [-26.453, -7.507, -4.990], [-18.103, -15.289, 1.041], [-22.228, -12.971, -5.561], [-15.449, -12.902, -5.697], [-19.803, -11.165, 0.024], [-22.050, -1.933, -0.674], [-21.242, -2.232, -1.996], [-21.705, -11.624, 3.465], [-21.671, -15.527, 2.235], [-25.430, -7.441, 0.789], [-24.281, -7.048, -6.001], [-19.631, -12.607, 4.056], [-23.049, -12.289, -1.360], [-16.545, -19.242, 1.548], [-16.596, -8.566, -6.738], [-9.669, -12.488, -6.320], [-23.198, -7.081, 3.653], [-14.540, -14.120, 2.174], [-17.960, -14.133, -2.751], [-19.921, -7.386, 7.787], [-14.295, -7.523, 2.761], [-22.368, -11.581, 4.893], [-19.352, -9.887, -4.753], [-17.650, -15.624, -2.773], [-20.995, -7.935, 4.275], [-10.395, -10.177, -6.254], [-22.365, -6.327, -4.444], [-14.015, -11.653, -7.455], [-14.498, -7.583, 0.391], [-11.368, -13.829, -2.402], [-16.561, -10.990, 3.132], [-22.003, -3.051, -2.977], [-17.091, -9.805, 5.169], [-22.813, -13.001, 5.271], [-15.474, -9.629, -0.745], [-18.331, -7.810, 2.002], [-13.222, -7.627, 2.600], [-24.419, -12.134, 1.547], [-15.905, -20.105, 1.730], [-25.223, -7.589, -0.271], [-20.126, -12.858, -5.751], [-16.345, -7.865, -7.533], [-22.774, -5.784, -0.747], [-19.141, -4.747, -5.260], [-19.742, -9.134, -5.437], [-15.432, -4.714, -5.164], [-21.034, -6.693, -2.122], [-17.841, -13.367, -6.762], [-13.649, -4.932, -5.181], [-18.447, -2.905, -7.668], [-15.234, -7.959, 6.926], [-19.689, -14.097, -3.718], [-12.805, -12.233, -0.851], [-16.161, -10.040, -1.485], [-17.606, -8.566, 1.699], [-14.576, -6.497, 0.452], [-17.832, -16.579, 3.368], [-23.398, -10.866, -4.788], [-14.260, -12.324, -1.795], [-20.706, -13.117, -8.144], [-16.835, -18.208, 4.658], [-22.455, -17.019, 0.823], [-16.644, -9.524, -7.254], [-27.336, -11.130, 1.410], [-21.406, -14.740, -7.870], [-21.347, -14.433, -1.621], [-15.831, -9.968, 0.228], [-24.891, -8.290, 3.343], [-16.284, -18.721, 0.627], [-22.904, -17.192, 2.524], [-22.416, -4.004, -2.646], [-9.051, -12.249, -7.186], [-22.989, -6.635, -3.606], [-20.143, -4.346, -6.401], [-22.226, -8.705, 2.804], [-18.573, -17.634, 2.078], [-18.330, -10.861, -2.245], [-22.771, -9.436, -8.866], [-17.164, -5.352, -3.654], [-26.967, -7.908, -4.116], [-13.039, -11.200, -7.629], [-20.087, -10.693, -4.767], [-19.087, -11.664, 4.008], [-16.103, -10.310, -4.969], [-10.434, -11.911, -4.099], [-23.121, -9.773, 4.655], [-19.284, -8.165, 1.611], [-12.878, -13.204, -4.672], [-23.491, -13.878, -2.788], [-11.241, -9.521, -6.047], [-14.495, -4.262, -6.624], [-20.809, 0.541, -0.906], [-14.836, -10.993, -7.735], [-13.545, -14.315, 2.574], [-21.645, -8.075, -1.178], [-15.581, -11.155, 4.878], [-10.904, -13.386, -1.521], [-22.118, -11.975, -1.831], [-20.596, -7.067, 3.750], [-19.849, -4.923, -8.832], [-17.000, -2.894, -1.722], [-24.686, -14.238, -0.076], [-26.424, -11.356, -0.044], [-24.806, -15.364, -1.375], [-18.311, -14.570, 1.832], [-26.830, -12.748, 1.010], [-8.270, -11.595, -4.986], [-19.820, -12.661, 5.129], [-13.863, -9.064, 7.426], [-17.921, -5.299, -2.121], [-16.654, -8.905, 4.734], [-19.435, -10.823, 0.992], [-20.351, -8.686, -3.328], [-9.964, -9.892, -7.213], [-16.267, -19.524, 4.235], [-18.384, -10.305, -5.029], [-23.766, -13.240, 4.800], [-13.440, -7.704, 0.160], [-22.742, -6.228, 3.149], [-14.621, -8.024, 3.672], [-19.211, -12.039, -0.247], [-16.928, -12.397, -7.896], [-14.435, -13.902, 1.111], [-19.078, -6.833, 8.200], [-15.503, -2.119, -7.891], [-18.226, -5.571, -9.215], [-19.166, -3.593, -2.958], [-18.143, -9.724, 4.897], [-14.509, -10.027, -1.056], [-11.007, -14.070, -4.468], [-17.722, -5.837, -6.811], [-21.293, -6.455, -4.289], [-20.693, -15.983, 2.394], [-17.576, -19.571, 1.410], [-14.179, -12.499, -8.123], [-20.937, -9.073, -7.425], [-22.554, -5.257, -4.532], [-20.779, -6.761, 8.033], [-19.744, -9.205, -8.740], [-17.469, -10.610, 2.662], [-19.085, -13.489, 3.720], [-23.148, -13.071, 6.306], [-16.577, -15.768, -2.900], [-16.975, -1.739, -8.787], [-24.659, -6.030, -6.089], [-21.570, -8.753, 6.281], [-23.117, -13.572, -5.754], [-22.920, -9.791, -2.560], [-26.232, -8.153, 0.986], [-20.176, -7.255, -0.668], [-21.404, -10.637, 3.113], [-15.612, -2.501, -9.587], [-19.041, -15.719, 0.691], [-21.946, -15.243, 3.250], [-14.513, -9.019, 5.793], [-25.118, -6.549, 3.284], [-17.056, -6.164, 2.077], [-17.522, -8.227, -6.272], [-17.830, -6.506, 0.468], [-26.790, -8.215, -5.748], [-11.700, -14.856, -2.249], [-22.514, -8.156, -5.461], [-15.206, -14.956, 2.387], [-15.585, -17.768, 2.844], [-21.965, -7.332, -8.768], [-15.792, -10.300, 2.782], [-26.874, -6.527, -5.214], [-21.385, -15.273, -5.079], [-22.903, -12.108, -0.295], [-21.628, -11.182, 5.587], [-23.485, -6.860, 4.681], [-14.503, -8.912, -6.237], [-15.524, -13.777, -6.344], [-16.953, -13.171, 2.948], [-21.961, -13.661, 5.105], [-20.280, -5.347, 0.499], [-19.706, -2.493, -0.765], [-19.757, -14.507, -7.664], [-25.422, -13.688, -1.625], [-21.233, 0.992, 0.676], [-8.276, -13.431, -5.063], [-17.310, -3.314, -6.389], [-9.589, -14.562, -3.468], [-13.748, -13.786, -1.145], [-16.050, -3.215, -3.277], [-23.482, -10.168, -6.428], [-20.015, -11.229, -2.516], [-22.503, -11.884, 2.770], [-17.558, -10.798, 7.047], [-22.543, 0.628, -0.514], [-19.971, -8.292, 8.392], [-20.433, -3.812, -1.241], [-21.327, -13.586, 1.901], [-21.342, -3.196, -3.831], [-22.290, -2.863, -0.158], [-19.898, -15.374, -5.751], [-9.554, -9.962, -5.595], [-22.896, -2.554, -3.357], [-14.066, -11.265, -5.307], [-21.805, -7.043, 6.058], [-18.381, -8.109, -2.182], [-14.198, -7.281, -4.469], [-10.143, -13.443, -6.544], [-21.839, -9.698, -10.330], [-14.293, -6.439, 2.877], [-24.428, -11.622, -6.023], [-23.023, -1.522, -0.943], [-16.417, -12.395, 1.501], [-22.111, -6.494, 0.810], [-16.622, -9.034, -4.165], [-12.207, -12.556, -5.904], [-23.932, -10.681, 5.761], [-17.518, -13.725, -3.660], [-16.426, -7.733, -0.437], [-24.763, -11.270, 3.681], [-22.292, -5.627, -6.987], [-20.834, -11.514, 0.086], [-24.428, -7.466, -6.997], [-19.009, -5.456, 2.748], [-15.838, -4.083, -1.811], [-22.129, -14.506, -0.269], [-23.619, -9.653, -1.023], [-24.842, -10.404, 1.630], [-15.402, -7.986, -2.699], [-21.063, -6.397, -6.699], [-15.531, -13.350, -4.706], [-24.609, -9.674, -2.599], [-17.635, -14.706, 0.247], [-17.532, -8.995, 7.151], [-18.361, -8.028, 3.070], [-18.202, -16.168, -3.540], [-25.869, -6.458, 0.955], [-17.562, -13.632, -1.869], [-22.272, -12.783, -4.488], [-20.756, -10.604, -8.171], [-23.667, -16.028, 1.620], [-17.799, -16.085, -1.796], [-14.008, -7.795, -1.991], [-15.892, -6.732, -4.675], [-18.393, -11.812, -7.059], [-20.270, -8.723, 4.074], [-21.053, -1.232, -2.385], [-18.394, -7.544, -3.690], [-19.368, -6.576, -8.320]],
  "forces_ev_per_angstrom": [[0.64, 0.24, 0.53], [-0.19, 0.14, -0.23], [0.91, -0.10, 0.27], [-0.51, 0.13, 1.00], [-0.34, -0.88, -0.44], [0.02, -1.08, -0.47], [1.23, 0.23, 1.57], [-1.05, -0.58, -0.16], [-0.92, -0.72, -0.64], [0.67, -1.57, 1.28], [-0.81, -0.78, -0.75], [-0.81, -0.28, 0.25], [0.30, -0.12, -0.35], [-0.40, 0.76, -0.40], [0.69, -1.03, -0.36], [0.02, 0.37, -1.32], [0.52, -0.56, 1.13], [-0.55, -0.13, 0.04], [0.01, 1.08, 0.43], [0.10, 1.01, 1.61], [0.18, -0.80, -0.06], [-0.11, -0.82, -0.65], [-1.36, 1.05, -0.44], [0.25, -0.67, 0.09], [-0.07, -0.20, 0.04], [0.12, 0.08, 0.76], [0.16, 0.11, -0.31], [-0.04, 0.26, -0.34], [-0.26, -0.22, 0.11], [-1.15, 1.39, -0.46], [0.99, 1.96, -0.79], [0.70, 0.49, -0.39], [0.34, -0.55, 1.33], [-0.37, -0.18, -0.81], [-0.41, -0.56, 1.15], [-0.05, 1.51, 0.03], [1.39, 0.23, 0.67], [1.15, -0.16, -0.25], [0.91, -0.54, -0.93], [-0.13, 0.65, -0.91], [-0.57, 0.09, -1.72], [0.28, -1.39, 0.12], [0.75, -1.17, 0.26], [1.72, 0.85, -0.66], [0.14, 0.13, 0.30], [-0.57, 1.31, 0.53], [-1.37, -0.70, 0.74], [0.51, 1.40, 0.14], [0.64, 0.66, 0.21], [1.74, 0.63, 0.29], [-1.49, -1.40, -0.09], [1.31, -0.01, 0.96], [1.23, -0.68, 0.06], [0.15, -0.14, 0.16], [0.83, 0.57, 0.83], [-1.24, -0.44, -0.30], [-0.62, -0.32, -0.47], [-1.20, -0.28, 0.23], [-1.05, -0.71, -1.35], [-1.12, -0.69, 0.25], [1.04, 0.73, -0.28], [1.99, 0.33, -1.25], [0.54, -1.00, 0.61], [-0.14, -1.41, 0.66], [1.35, -0.42, -0.49], [0.75, 0.56, -1.00], [-0.53, 0.32, 0.55], [0.41, -0.07, 1.53], [0.20, -1.55, -0.14], [-0.28, 0.02, 1.00], [-0.51, 0.10, 0.76], [-1.26, 0.71, -0.17], [-0.97, -0.35, 0.27], [-0.46, 0.59, -0.78], [0.20, 0.84, 0.19], [0.92, -0.52, -1.29], [-1.38, -0.41, -1.48], [0.38, 0.52, 0.08], [0.27, -0.58, -0.46], [0.58, 0.04, 0.08], [1.48, -1.18, -0.69], [-0.42, 0.47, -0.23], [1.11, 0.95, -0.48], [-1.36, 0.54, -1.39], [-1.48, 1.19, 2.48], [-2.54, 0.91, 0.53], [0.16, 1.52, 0.89], [-1.64, 0.38, -1.10], [0.09, 0.90, 1.10], [0.44, 0.30, 0.62], [0.22, 0.35, -0.77], [-0.37, 0.58, -0.10], [1.68, 1.55, -0.94], [-0.71, 0.52, -0.49], [0.26, -1.62, -0.43], [0.05, 1.79, 0.22], [-0.76, -1.09, -1.24], [-0.58, 0.48, 0.21], [1.09, 0.26, -0.45], [0.60, -0.87, -0.82], [-1.11, -0.34, 0.85], [1.00, -0.04, 0.96], [-0.51, -1.39, 0.28], [0.90, -0.02, -0.79], [-0.61, -0.07, -0.04], [-0.67, -0.99, 1.44], [-1.52, 1.01, 0.30], [-0.06, 0.59, -1.26], [1.39, -1.55, 0.23], [-0.84, 0.15, -1.12], [-0.24, -1.23, 0.88], [-0.04, 0.82, 0.58], [-0.39, -0.16, -0.11], [0.13, -2.30, 0.26], [0.35, -0.84, 0.24], [0.11, -0.10, -0.43], [0.07, 0.11, -0.06], [0.36, 0.24, 0.01], [0.07, 0.39, -0.48], [-0.34, 0.30, -0.31], [-0.32, 0.23, 0.56], [0.03, -0.06, 0.61], [0.48, -0.03, -0.34], [-0.02, 0.51, 0.22], [-0.02, 0.10, 0.14], [0.10, -0.47, -0.07], [0.10, 0.60, 0.29], [-0.53, -0.10, 0.05], [0.16, 0.29, 0.48], [-0.20, -0.53, -0.71], [0.10, -0.35, 0.36], [-0.28, 0.38, -0.16], [0.27, 0.18, -0.49], [-0.21, 0.44, -0.56], [-0.29, -0.15, 0.28], [-0.24, 0.14, 0.19], [0.16, 0.29, -0.56], [-0.18, -0.06, -0.19], [-0.62, 0.61, 0.25], [0.24, 0.21, -0.01], [-0.36, -0.21, 0.52], [0.09, 0.11, 0.26], [-0.59, 0.24, 0.25], [0.18, 0.21, -0.67], [0.43, -0.38, 0.10], [-0.38, -0.16, 0.07], [0.31, -0.16, -0.03], [0.41, -0.40, 0.06], [0.59, -0.19, 0.46], [0.35, 0.04, -0.03], [0.35, -0.29, 0.28], [-0.47, 0.22, -0.16], [0.06, 0.14, -0.29], [-0.21, -0.09, 0.31], [0.26, 0.08, -0.62], [-0.43, -0.26, -0.09], [0.31, 0.09, -0.07], [0.66, 0.30, 0.54], [-0.14, 0.02, -0.07], [-0.11, -0.23, -0.34], [0.44, -0.04, -0.65], [0.19, -0.10, -0.32], [-0.57, 0.32, 0.69], [-0.29, 0.67, -0.14], [-0.18, 0.26, -0.26], [-0.69, -0.11, 0.35], [0.59, 0.44, -0.32], [-0.08, -0.40, 0.15], [0.00, -0.11, 0.03], [-0.09, 0.31, -0.53], [0.16, 0.46, 0.39], [-0.08, -0.13, 0.00], [-0.03, -0.02, -0.04], [0.15, -0.15, 0.21], [0.08, -0.17, 0.14], [0.48, -0.21, -0.18], [0.06, 0.51, 0.63], [-0.03, 0.05, 0.06], [-0.53, 0.32, -0.66], [-0.10, 0.31, 0.14], [0.18, -0.29, -0.15], [0.22, 0.12, -0.44], [-0.23, -0.02, 0.35], [0.33, -0.04, -0.02], [0.33, -0.33, 0.32], [-0.40, -0.55, 0.17], [-0.33, 0.07, 0.18], [-0.81, 0.06, 0.21], [0.46, 0.26, 0.23], [-0.28, -0.12, 0.21], [-0.55, -0.51, 0.57], [-0.26, 0.08, -0.48], [0.10, -0.88, -0.45], [-0.01, 0.31, 0.08], [0.44, -0.32, -0.96], [0.31, -1.03, 0.38], [0.44, 0.20, 0.23], [-0.01, 0.04, -0.17], [0.21, -0.06, -0.26], [0.06, 0.22, -0.12], [-0.16, -0.63, -0.30], [0.41, -0.02, -0.77], [0.08, 0.19, 0.27], [-0.21, 0.04, -0.22], [-0.82, 0.98, 0.75], [-0.24, -0.18, -0.09], [0.25, -0.07, 0.51], [0.02, -0.72, -0.21], [0.54, 0.40, -0.05], [-0.05, -0.04, 0.32], [0.37, -0.01, -0.65], [0.01, -0.34, 0.07], [0.49, -0.31, 0.02], [0.04, 0.29, -0.06], [0.01, 0.09, -0.44], [-0.32, -0.03, 0.12], [0.03, -0.14, -0.01], [-0.45, -0.24, 0.56], [0.39, 0.37, 0.23], [0.60, 0.20, 0.44], [0.20, -0.04, -0.48], [-0.23, 0.09, -0.01], [0.62, 0.64, -0.34], [-0.06, -0.48, -0.50], [-0.06, -0.59, -0.37], [0.67, -0.69, -0.40], [0.04, -0.46, 0.56], [0.20, -0.27, -0.16], [0.61, 0.28, 0.35], [-0.14, -0.47, -0.05], [-0.04, -0.12, -0.08], [-0.24, 0.22, 0.17], [0.07, -0.39, -0.24], [-0.64, 0.29, -1.08], [0.14, 0.54, -0.37], [-0.04, -0.35, 0.03], [0.26, 0.50, 0.02], [0.22, 0.10, -0.57], [0.11, -0.10, 0.35], [0.13, -0.24, -0.52], [-0.25, 0.19, -0.05], [0.13, 0.32, -0.46], [-0.07, 0.14, 0.71], [0.29, 0.08, -0.26], [0.22, 0.24, -0.05], [0.05, -0.46, 0.23], [-0.22, -0.32, 0.45], [0.35, -0.25, 0.33], [0.15, 0.38, -0.06], [0.00, -0.22, -0.10], [0.07, 0.13, -0.52], [-0.14, 0.19, 0.49], [-0.56, -0.45, -0.07], [0.33, 0.12, 0.47], [0.41, 0.22, 0.11], [0.39, 0.28, 0.27], [-0.46, -0.21, 0.36], [-0.41, -0.33, 0.38], [0.58, 0.28, 0.05], [-0.04, 0.04, 0.32], [-0.30, -0.42, 0.13], [0.69, -0.40, 0.21], [-0.32, 0.58, 0.09], [-0.21, 0.05, 0.11], [-0.21, -0.01, 0.05], [-0.37, -0.02, 0.00], [0.01, 0.12, -0.04], [-0.20, 0.11, 0.07], [-0.21, -0.44, -0.32], [0.14, -0.54, 0.24], [0.37, -0.06, 0.52], [-0.10, -0.39, -0.13], [0.58, 0.04, 0.33], [-0.01, -0.10, -0.01], [-0.29, -0.16, 0.70], [0.05, 0.44, -0.02], [-0.21, 0.08, 0.27], [-0.32, 0.16, 0.08], [0.40, 0.38, 0.34], [0.18, 0.22, 0.05], [-0.05, -0.04, 0.20], [0.33, 0.12, 0.00], [-1.03, 0.44, 0.00], [0.11, -0.38, -0.18], [-0.44, 0.08, -0.39], [-0.32, 0.23, -0.43], [-0.60, -0.58, -0.39], [-0.20, 0.34, 0.08], [0.20, -0.17, -0.42], [-0.22, 0.09, 0.14], [0.26, 0.53, 0.08], [-0.17, -0.02, -0.25], [0.62, 0.34, 0.50], [-0.93, 0.28, -0.13], [-0.20, 0.49, -0.22], [-0.55, -0.96, 0.21], [-0.54, 0.38, 0.14], [0.16, -0.59, -0.09], [-0.28, -0.17, 0.24], [-0.57, 0.44, 0.29], [0.08, 0.19, -0.63], [-0.21, -0.03, -0.42], [0.72, -0.83, 0.67], [0.25, 0.36, 0.39], [-0.32, 0.20, 0.59], [-0.05, -0.18, -0.16], [-0.36, 0.05, -0.08], [-0.07, 0.83, 0.37], [0.03, 0.17, 0.04], [-0.12, 0.30, -0.26], [-0.08, 0.06, -0.01], [0.58, -0.13, 0.44], [0.30, -0.18, -0.17], [0.15, 0.54, -0.30], [-0.60, -0.07, 0.01], [0.49, 0.16, -0.36], [-0.10, 0.02, 0.52], [0.49, 0.95, 0.50], [-0.10, -0.28, -0.16], [0.48, -0.11, -0.47], [-0.19, 0.21, -0.26], [-0.22, 0.06, -0.17]]
}